Record 1
14
Properties=species:S:1:pos:R:3:forces:R:3 method="wB97M-V/def2-TZVPD" s2=0.76 multiplicity=2 homo_ev="-13.14 / -12.88" total_charge=+1
N -0.85537 1.40016 1.06587 1.07 -0.60 -1.68
N 1.00357 -0.90016 0.27753 1.91 0.86 0.11
N 2.06885 0.10611 -1.49574 0.51 0.75 -0.75
N -1.96849 -0.31280 -0.13297 0.47 -0.09 0.09
C -1.89482 0.78465 0.64464 -1.17 0.96 1.16
C 2.02743 -0.78790 -0.58330 -1.08 -1.16 0.83
H 1.11991 -1.59785 0.99553 -0.16 -0.31 0.14
H 2.76315 -1.59703 -0.57258 0.06 -0.08 -0.25
H -2.86982 1.08938 1.05034 -0.09 0.11 -0.62
H 0.70266 0.02105 0.62843 -1.19 0.24 0.04
H -1.05079 2.37723 1.27259 -0.06 -0.46 0.83
H 2.96240 0.43976 -1.87140 -0.19 0.04 0.16
H -1.16637 -0.53503 -0.68774 0.21 -0.09 -0.23
H -2.84232 -0.48757 -0.59118 -0.28 -0.18 0.16


Record 2
14
Properties=species:S:1:pos:R:3:forces:R:3 method="wB97M-V/def2-TZVPD" homo_ev="-8.90 / -7.42" total_charge=0
S 3.68464 1.08306 -0.26773 -1.58 0.15 -0.10
Si -1.91608 2.07080 0.00920 1.71 0.64 1.71
N 2.18937 1.84822 -0.03775 -0.38 0.71 0.33
C 0.64225 -1.41425 0.31587 -2.51 -1.38 1.32
C 1.24076 1.00971 0.21213 1.70 1.45 -0.52
C 2.95993 -0.45534 -0.15908 1.29 -1.66 1.13
C 1.64269 -0.33945 0.21325 -0.90 -0.26 -0.84
H 3.63690 -1.38711 -0.15336 -1.46 1.51 -0.21
H -1.65408 3.07916 1.09687 0.26 0.01 -1.05
H -0.52194 -1.18616 0.57017 2.91 0.39 -0.88
H 0.64084 -1.96738 -0.63220 -0.08 -0.35 0.53
H 0.88413 -2.03258 1.20237 0.07 -0.34 -0.78
H -2.93890 1.29933 0.59701 -0.99 -1.12 -0.08
H -1.40634 1.92744 -1.32292 -0.03 0.25 -0.57


Record 3
7
Properties=species:S:1:pos:R:3:forces:R:3 method="wB97M-V/def2-TZVPD" homo_ev=-14.94 total_charge=+1
S -2.00641 -0.27014 0.18161 1.09 0.19 0.44
N 0.87228 -0.75447 -0.10538 -0.51 0.50 0.19
N -0.72362 1.04112 -0.11578 0.39 2.49 2.29
C -0.29733 -0.23014 0.11247 -0.03 1.21 -1.27
H 1.57826 -0.11150 -0.42349 0.31 0.36 0.12
H -0.56072 2.03966 0.58673 -0.66 -4.18 -2.15
H 1.13755 -1.71452 -0.23617 -0.60 -0.58 0.38


Record 4
84
Properties=species:S:1:pos:R:3:forces:R:3 method="wB97M-V/def2-TZVPD" s2=2.02 multiplicity=3 homo_ev="-4.68 / -4.75" total_charge=-1
V 0.28991 0.20683 0.00893 -2.71 -0.44 2.94
S 3.18504 -0.55175 -0.61790 0.74 -0.22 0.22
O 2.72965 -0.74534 3.88391 -0.06 -0.03 0.04
O 3.10315 -1.85913 -1.23561 0.11 -0.06 0.03
O 0.07256 -1.16256 -1.23277 -0.39 -1.14 -1.52
O 3.29008 0.56405 -1.52652 -0.22 0.11 -0.04
O 0.73890 1.12019 -1.50898 0.75 1.19 -2.90
O 0.90970 0.18707 2.91643 -0.08 0.17 0.09
N -2.69943 1.42760 0.28514 -0.30 0.13 0.13
N -2.02315 0.89810 -0.76164 0.11 0.05 0.03
N 0.53273 -0.77922 -2.41433 0.02 0.89 0.14
N -1.90025 -0.17828 2.03060 -0.24 0.05 0.38
N 0.82766 0.45997 -2.59416 -0.06 -0.41 -0.14
N -0.90789 2.15128 1.83535 -0.05 0.10 0.41
N 0.10657 1.97401 0.95991 -0.02 1.08 0.29
N -1.08309 -0.92166 1.25611 0.13 -0.28 0.08
N 2.01016 -0.35812 0.47683 2.43 -0.37 -0.06
C -0.20511 -2.87419 -3.34424 0.05 0.29 0.24
C -2.08243 -2.24811 2.74218 0.06 0.04 -0.01
C 0.94970 -2.21323 -5.78156 -0.02 -0.06 -0.07
C -3.45899 -0.44300 3.97956 0.06 0.10 -0.11
C -3.78794 2.10108 -0.13299 -0.01 -0.05 -0.12
C 7.08549 -0.92391 0.30924 -0.02 0.03 0.03
C 4.87504 0.35350 1.38947 -0.10 0.02 0.05
C -0.51073 -3.34422 1.01154 0.03 0.14 0.01
C -0.62917 3.15778 2.67212 0.11 0.07 -0.10
C 6.12386 0.51482 1.96467 0.02 -0.01 -0.03
C -2.50552 -0.95092 2.94960 0.04 -0.25 -0.07
C 0.47085 -1.66859 -3.50141 0.00 -0.58 -0.64
C 1.92816 -0.53270 2.95864 0.24 -0.28 -0.48
C 1.06243 -1.33733 -4.71856 0.02 0.15 0.30
C 7.24547 -0.11142 1.42769 0.03 -0.03 -0.01
C 4.73646 -0.46741 0.28145 -0.21 0.08 -0.03
C -1.53234 3.59346 3.77674 -0.04 -0.13 -0.10
C 5.83580 -1.10766 -0.26267 -0.08 -0.13 -0.04
C 0.59805 3.67678 2.30637 0.10 -0.10 -0.07
C 2.26833 3.11053 0.42100 -0.14 -0.10 0.02
C -0.30521 -3.74067 -4.41802 0.03 -0.02 -0.17
C -2.36048 0.82263 -3.25198 0.02 0.02 0.14
C -4.73013 2.81464 0.78068 0.13 -0.06 0.03
C 0.26377 -3.41258 -5.64033 -0.02 -0.03 0.04
C 2.21419 -1.28162 1.60078 -0.30 -0.01 1.02
C -2.70566 1.22576 -1.85548 -0.19 0.13 0.14
C -3.83096 1.99344 -1.50548 0.04 -0.05 -0.08
C 1.02926 2.90270 1.22349 -0.17 0.29 0.17
C -1.19006 -2.18183 1.66223 -0.25 -0.06 0.12
C 8.60996 0.10126 2.02956 -0.07 0.01 -0.06
B -2.17793 1.30165 1.73613 0.14 -0.15 -0.30
H 1.52766 -2.12861 1.54715 0.11 0.03 -0.07
H 2.58053 2.20161 -0.07868 0.11 -0.03 -0.06
H -2.47759 3.97381 3.38483 -0.01 0.01 0.06
H 0.05569 -3.02831 0.13894 0.02 -0.06 0.00
H -3.00832 1.71119 2.48644 -0.01 0.05 0.10
H -1.40467 0.32178 -3.30872 0.05 -0.05 -0.04
H -4.56647 2.40900 -2.17554 -0.03 0.00 0.03
H -5.52084 3.27974 0.19439 -0.01 0.00 0.00
H 3.22676 -1.67914 1.62608 -0.05 -0.05 -0.02
H 1.40743 -1.96636 -6.73091 0.01 0.04 0.02
H 3.07181 3.47253 1.06247 0.01 -0.03 0.00
H -0.64514 -3.10055 -2.38433 0.00 -0.03 0.00
H 1.13095 4.48399 2.78052 -0.01 0.01 -0.01
H 2.08299 3.86220 -0.34979 0.03 -0.01 -0.02
H -3.75723 -1.26465 4.62815 0.00 0.00 0.01
H 4.00411 0.83247 1.82073 0.03 -0.01 0.02
H 8.55962 0.15333 3.11730 0.00 0.01 0.00
H -2.32094 1.70626 -3.89074 0.03 -0.03 -0.04
H -0.83217 -4.67894 -4.30293 -0.01 0.01 0.04
H 7.94942 -1.42109 -0.11760 0.00 -0.02 0.01
H 9.28743 -0.70659 1.75277 0.02 0.01 0.02
H 1.60350 -0.40533 -4.79723 0.02 -0.03 -0.07
H 5.69409 -1.75166 -1.12187 0.05 0.01 0.01
H 6.22049 1.12816 2.85295 0.01 0.00 0.00
H -4.35276 -0.01842 3.51910 -0.01 0.01 0.04
H -5.18196 2.12739 1.49739 -0.02 0.04 0.01
H -1.26008 -4.07786 0.70751 0.01 0.00 -0.05
H -1.75428 2.76090 4.44523 0.00 0.02 0.01
H 0.17868 -4.09118 -6.47949 0.01 0.00 0.01
H 0.16487 -3.83798 1.71221 0.01 0.00 -0.02
H 9.04023 1.03847 1.66814 0.04 0.00 0.04
H -1.04580 4.38033 4.34947 -0.01 0.02 0.01
H -2.36108 -3.12360 3.30566 -0.02 0.01 -0.01
H -4.21256 3.59196 1.34529 -0.05 0.00 0.02
H -3.12374 0.15307 -3.65307 0.01 -0.01 -0.01
H -2.99264 0.33154 4.58966 -0.03 0.00 0.02


| no. | total energy (eV) | maximum force (eV Å⁻¹) |
| --- | --- | --- |
| 1 | -8154.8310 | 2.10 |
| 2 | -24458.7038 | 3.15 |
| 3 | -14891.1130 | 4.75 |
| 4 | -94593.4764 | 4.02 |